1.
{"formula": "C17H21BrCl2O4Pt", "method": "the ωB97M-V functional and the def2-TZVPD basis", "symbols": ["C", "C", "C", "C", "C", "C", "C", "C", "C", "C", "Pt", "Cl", "Cl", "O", "H", "H", "H", "H", "H", "H", "H", "H", "H", "H", "H", "H", "H", "H", "H", "H", "O", "H", "Br", "C", "C", "C", "C", "C", "C", "C", "O", "O", "H", "H", "H", "H"], "xyz": [[-0.7116, 0.7494, -2.1863], [-1.5424, -0.3757, -1.9249], [-0.7182, -1.5248, -1.7292], [-3.0284, -0.3762, -1.9486], [0.6667, -1.1216, -1.8597], [0.6799, 0.3150, -2.1503], [1.8595, 1.1194, -2.5002], [-1.1943, 2.0935, -2.5625], [-1.2147, -2.9085, -1.5608], [1.8414, -2.0183, -1.8875], [0.0120, 0.0516, -0.0502], [-2.2011, 0.1963, 1.0463], [0.1495, 2.4030, 0.2485], [1.9451, 0.0788, 0.5761], [-3.4170, 0.5989, -1.6266], [-3.4249, -1.1427, -1.2686], [-3.3955, -0.5841, -2.9641], [-2.0363, -2.9402, -0.8291], [-0.4123, -3.5741, -1.2180], [-1.5982, -3.2863, -2.5239], [1.7129, -2.8234, -1.1514], [2.7517, -1.4568, -1.6511], [1.9592, -2.4761, -2.8818], [2.7472, 0.7304, -1.9861], [1.7111, 2.1578, -2.1838], [2.0379, 1.0952, -3.5857], [-2.0165, 2.4033, -1.9010], [-1.5634, 2.0761, -3.5966], [-0.3916, 2.8334, -2.4736], [2.0515, -0.7628, 1.0900], [2.8888, 4.2485, -0.0128], [3.8741, 4.2318, 0.1058], [0.5287, 2.4512, 3.9601], [0.2920, 0.9490, 4.9941], [0.3370, 1.1282, 6.3969], [0.1657, 0.0548, 7.2789], [-0.0545, -1.2351, 6.7734], [-0.1017, -1.4319, 5.3914], [0.0665, -0.3686, 4.4800], [-0.0072, -0.7303, 2.9787], [-0.2316, -1.8831, 2.6332], [0.1318, 0.3413, 2.3508], [0.5054, 2.1221, 6.8033], [0.2028, 0.2196, 8.3582], [-0.1882, -2.0716, 7.4577], [-0.2772, -2.4497, 5.0181]], "spin_multiplicity": 5, "molar_mass_g_mol": 635.239, "charge": -2, "gap_ha": [0.163, 0.170], "s2": 6.017}

***

2.
{"formula": "C17H21Cl3N6O2SV", "method": "the ωB97M-V functional and the def2-TZVPD basis", "symbols": ["V", "Cl", "C", "C", "C", "Cl", "C", "O", "C", "Cl", "C", "H", "H", "C", "C", "C", "C", "N", "C", "N", "N", "N", "H", "H", "H", "H", "H", "H", "H", "H", "H", "H", "C", "C", "O", "H", "H", "H", "C", "N", "C", "C", "N", "C", "S", "H", "H", "H", "H", "H", "H"], "xyz": [[0.4964, -0.2303, 0.4832], [4.5718, 2.1858, 6.2348], [3.5799, 1.5347, 4.9989], [4.0311, 1.5481, 3.6844], [3.2240, 1.0195, 2.6968], [3.7365, 1.0429, 1.0418], [1.9800, 0.4801, 3.0164], [1.2096, -0.0457, 2.0348], [1.5393, 0.4890, 4.3351], [-0.0153, -0.1589, 4.7159], [2.3358, 1.0129, 5.3356], [4.9993, 1.9611, 3.4396], [1.9974, 1.0125, 6.3615], [2.7163, 4.9756, 1.8909], [2.3396, 5.6017, 0.5543], [3.3161, 5.2107, -0.5487], [0.8912, 5.3063, 0.1627], [0.6663, 3.8645, -0.0709], [0.4931, 2.8840, 0.8019], [0.4050, 1.7606, 0.1128], [0.5411, 2.0846, -1.1919], [0.7061, 3.3401, -1.3068], [3.6991, 5.3257, 2.2043], [2.7880, 3.8850, 1.8142], [2.0085, 5.2307, 2.6830], [2.3566, 6.6903, 0.6648], [3.3641, 4.1246, -0.6707], [4.3199, 5.5493, -0.2953], [3.0484, 5.6505, -1.5095], [0.6192, 5.7927, -0.7714], [0.1875, 5.6081, 0.9374], [0.4254, 2.9957, 1.8713], [-2.6381, -1.0677, 1.1312], [-1.4028, -0.6611, 0.4455], [-1.1826, -0.4438, -0.7338], [-2.4489, -1.9973, 1.6722], [-3.4683, -1.1829, 0.4366], [-2.8682, -0.3131, 1.8877], [1.0695, -4.0963, -2.8385], [0.6446, -2.7466, -3.2196], [0.0213, -2.4132, -4.4059], [-0.1643, -1.0738, -4.4014], [0.3478, -0.6138, -3.2107], [0.8344, -1.6360, -2.5011], [1.6847, -1.5617, -0.9880], [0.5428, -4.8065, -3.4680], [0.8114, -4.2757, -1.7984], [2.1425, -4.2013, -2.9807], [-0.2284, -3.1553, -5.1432], [-0.6108, -0.4203, -5.1288], [0.3659, 0.3487, -2.8925]], "spin_multiplicity": 2, "molar_mass_g_mol": 530.765, "e_above_lowest_kj_mol": 25.7, "charge": 2, "gap_ha": [0.236, 0.264], "s2": 0.787}

***

3.
{"formula": "C17H21CrN5O4S2", "method": "the ωB97M-V functional and the def2-TZVPD basis", "symbols": ["Cr", "C", "C", "N", "C", "C", "C", "S", "N", "C", "O", "C", "C", "C", "C", "C", "C", "H", "H", "H", "H", "H", "H", "H", "H", "H", "H", "H", "H", "H", "H", "H", "O", "S", "N", "C", "N", "C", "C", "C", "O", "N", "C", "O", "H", "H", "H", "H", "H", "H"], "xyz": [[-1.1816, -0.8485, -1.6482], [2.4297, 0.5884, 3.2217], [1.8067, -0.7994, 3.2716], [0.4721, -0.8179, 2.6709], [-0.6530, -0.8396, 3.6112], [-1.1277, 0.5650, 3.9533], [0.3347, -0.8376, 1.2778], [-1.2312, -0.8485, 0.5669], [1.4107, -0.8536, 0.5458], [1.5276, -0.8678, -0.8219], [0.6675, -0.8485, -1.6978], [2.9542, -0.8995, -1.2997], [3.2210, -0.8748, -2.6775], [4.5363, -0.8987, -3.1480], [5.5981, -0.9482, -2.2458], [5.3469, -0.9742, -0.8744], [4.0312, -0.9501, -0.4030], [3.4316, 0.5653, 3.6623], [1.8337, 1.3134, 3.7830], [2.5227, 0.9588, 2.1966], [1.7694, -1.1252, 4.3181], [2.4608, -1.5219, 2.7688], [-0.3544, -1.3380, 4.5423], [-1.4877, -1.4455, 3.2438], [-0.3520, 1.1258, 4.4830], [-2.0046, 0.5163, 4.6068], [-1.4007, 1.1352, 3.0607], [2.3952, -0.8351, -3.3855], [4.7256, -0.8781, -4.2174], [6.6208, -0.9664, -2.6114], [6.1710, -1.0130, -0.1679], [3.8465, -0.9711, 0.6676], [-0.0851, -3.5520, -1.6482], [-1.5620, -3.7489, -1.6482], [-2.3292, -2.4512, -1.6482], [-5.9460, 1.5592, -1.6183], [-4.5009, 1.7124, -1.6336], [-3.9302, 3.0267, -1.6485], [-2.6019, 3.1863, -1.6626], [-1.7535, 1.9818, -1.6625], [-0.5380, 2.0856, -1.6752], [-2.3293, 0.7543, -1.6482], [-3.6823, 0.6105, -1.6339], [-4.1576, -0.5157, -1.6213], [-6.4610, 2.5440, -1.6202], [-6.2575, 1.0083, -0.7053], [-6.2753, 0.9955, -2.5172], [-4.5678, 3.9063, -1.6484], [-2.1627, 4.1794, -1.6739], [-1.1816, -0.8485, -3.3412]], "spin_multiplicity": 4, "molar_mass_g_mol": 475.516, "charge": -1, "gap_ha": [0.269, 0.273], "s2": 3.804}

***

4.
{"formula": "C17H21F3NO9S", "method": "the ωB97M-V functional and the def2-TZVPD basis", "symbols": ["C", "C", "S", "C", "C", "C", "C", "C", "C", "N", "H", "H", "H", "H", "H", "H", "H", "H", "H", "H", "H", "H", "C", "C", "O", "C", "O", "O", "F", "H", "H", "H", "C", "C", "O", "C", "O", "O", "F", "H", "H", "H", "C", "C", "O", "C", "O", "O", "F", "H", "H", "H"], "xyz": [[4.0221, 0.3646, 1.0347], [2.8037, 0.9057, 0.1366], [1.5877, 1.9886, 1.0269], [0.6275, 0.8317, 2.1116], [-0.8664, 0.5043, 1.6021], [-1.0811, 0.1238, 0.0903], [-2.5543, -0.2342, -0.3510], [-3.7298, -0.1924, 0.7048], [-3.3598, 0.2176, 2.1695], [-1.9922, 0.5435, 2.5607], [4.3617, -0.6945, 0.7052], [4.9509, 1.0341, 0.8690], [3.8191, 0.3302, 2.1585], [3.2686, 1.5465, -0.7041], [2.2144, 0.0471, -0.3402], [0.5678, 1.1927, 3.1903], [1.2006, -0.1724, 2.1288], [-0.2194, 0.1050, -0.6557], [-2.7244, -0.5480, -1.4493], [-4.8069, -0.4593, 0.4164], [-4.1866, 0.2335, 2.9629], [-1.8229, 0.8131, 3.5615], [0.3788, -1.1566, -3.6552], [1.5256, -1.8213, -4.3475], [2.4601, -0.7708, -4.5062], [2.2320, 0.0779, -3.4668], [2.9915, 0.9329, -3.1139], [1.0302, -0.1693, -2.8675], [1.1627, -2.2631, -5.5725], [-0.3085, -0.6701, -4.3499], [-0.1873, -1.8480, -3.0287], [1.9827, -2.6373, -3.7798], [1.5843, -1.9751, 6.4921], [2.5553, -1.2169, 5.6470], [1.7322, -0.6414, 4.6498], [0.5189, -0.4686, 5.2386], [-0.3517, 0.2350, 4.7962], [0.4098, -1.1796, 6.3909], [3.4354, -2.0513, 5.0502], [1.3789, -2.9767, 6.1043], [1.9129, -2.0613, 7.5287], [3.0950, -0.4278, 6.1786], [-3.7032, 1.9487, -3.6766], [-2.9614, 2.1343, -4.9614], [-2.1415, 0.9836, -5.0301], [-2.8213, 0.0132, -4.3605], [-2.5719, -1.1573, -4.4361], [-3.8252, 0.5341, -3.5982], [-2.1666, 3.2267, -4.9092], [-3.1439, 2.3136, -2.8101], [-4.6833, 2.4276, -3.6884], [-3.6008, 2.1832, -5.8475]], "spin_multiplicity": 1, "molar_mass_g_mol": 472.414, "charge": 1, "gap_ha": 0.265}

***

Please write out number 3 again, unchanged.
{"formula": "C17H21CrN5O4S2", "method": "the ωB97M-V functional and the def2-TZVPD basis", "symbols": ["Cr", "C", "C", "N", "C", "C", "C", "S", "N", "C", "O", "C", "C", "C", "C", "C", "C", "H", "H", "H", "H", "H", "H", "H", "H", "H", "H", "H", "H", "H", "H", "H", "O", "S", "N", "C", "N", "C", "C", "C", "O", "N", "C", "O", "H", "H", "H", "H", "H", "H"], "xyz": [[-1.1816, -0.8485, -1.6482], [2.4297, 0.5884, 3.2217], [1.8067, -0.7994, 3.2716], [0.4721, -0.8179, 2.6709], [-0.6530, -0.8396, 3.6112], [-1.1277, 0.5650, 3.9533], [0.3347, -0.8376, 1.2778], [-1.2312, -0.8485, 0.5669], [1.4107, -0.8536, 0.5458], [1.5276, -0.8678, -0.8219], [0.6675, -0.8485, -1.6978], [2.9542, -0.8995, -1.2997], [3.2210, -0.8748, -2.6775], [4.5363, -0.8987, -3.1480], [5.5981, -0.9482, -2.2458], [5.3469, -0.9742, -0.8744], [4.0312, -0.9501, -0.4030], [3.4316, 0.5653, 3.6623], [1.8337, 1.3134, 3.7830], [2.5227, 0.9588, 2.1966], [1.7694, -1.1252, 4.3181], [2.4608, -1.5219, 2.7688], [-0.3544, -1.3380, 4.5423], [-1.4877, -1.4455, 3.2438], [-0.3520, 1.1258, 4.4830], [-2.0046, 0.5163, 4.6068], [-1.4007, 1.1352, 3.0607], [2.3952, -0.8351, -3.3855], [4.7256, -0.8781, -4.2174], [6.6208, -0.9664, -2.6114], [6.1710, -1.0130, -0.1679], [3.8465, -0.9711, 0.6676], [-0.0851, -3.5520, -1.6482], [-1.5620, -3.7489, -1.6482], [-2.3292, -2.4512, -1.6482], [-5.9460, 1.5592, -1.6183], [-4.5009, 1.7124, -1.6336], [-3.9302, 3.0267, -1.6485], [-2.6019, 3.1863, -1.6626], [-1.7535, 1.9818, -1.6625], [-0.5380, 2.0856, -1.6752], [-2.3293, 0.7543, -1.6482], [-3.6823, 0.6105, -1.6339], [-4.1576, -0.5157, -1.6213], [-6.4610, 2.5440, -1.6202], [-6.2575, 1.0083, -0.7053], [-6.2753, 0.9955, -2.5172], [-4.5678, 3.9063, -1.6484], [-2.1627, 4.1794, -1.6739], [-1.1816, -0.8485, -3.3412]], "spin_multiplicity": 4, "molar_mass_g_mol": 475.516, "charge": -1, "gap_ha": [0.269, 0.273], "s2": 3.804}

***

What did the second record say?
{"formula": "C17H21Cl3N6O2SV", "method": "the ωB97M-V functional and the def2-TZVPD basis", "symbols": ["V", "Cl", "C", "C", "C", "Cl", "C", "O", "C", "Cl", "C", "H", "H", "C", "C", "C", "C", "N", "C", "N", "N", "N", "H", "H", "H", "H", "H", "H", "H", "H", "H", "H", "C", "C", "O", "H", "H", "H", "C", "N", "C", "C", "N", "C", "S", "H", "H", "H", "H", "H", "H"], "xyz": [[0.4964, -0.2303, 0.4832], [4.5718, 2.1858, 6.2348], [3.5799, 1.5347, 4.9989], [4.0311, 1.5481, 3.6844], [3.2240, 1.0195, 2.6968], [3.7365, 1.0429, 1.0418], [1.9800, 0.4801, 3.0164], [1.2096, -0.0457, 2.0348], [1.5393, 0.4890, 4.3351], [-0.0153, -0.1589, 4.7159], [2.3358, 1.0129, 5.3356], [4.9993, 1.9611, 3.4396], [1.9974, 1.0125, 6.3615], [2.7163, 4.9756, 1.8909], [2.3396, 5.6017, 0.5543], [3.3161, 5.2107, -0.5487], [0.8912, 5.3063, 0.1627], [0.6663, 3.8645, -0.0709], [0.4931, 2.8840, 0.8019], [0.4050, 1.7606, 0.1128], [0.5411, 2.0846, -1.1919], [0.7061, 3.3401, -1.3068], [3.6991, 5.3257, 2.2043], [2.7880, 3.8850, 1.8142], [2.0085, 5.2307, 2.6830], [2.3566, 6.6903, 0.6648], [3.3641, 4.1246, -0.6707], [4.3199, 5.5493, -0.2953], [3.0484, 5.6505, -1.5095], [0.6192, 5.7927, -0.7714], [0.1875, 5.6081, 0.9374], [0.4254, 2.9957, 1.8713], [-2.6381, -1.0677, 1.1312], [-1.4028, -0.6611, 0.4455], [-1.1826, -0.4438, -0.7338], [-2.4489, -1.9973, 1.6722], [-3.4683, -1.1829, 0.4366], [-2.8682, -0.3131, 1.8877], [1.0695, -4.0963, -2.8385], [0.6446, -2.7466, -3.2196], [0.0213, -2.4132, -4.4059], [-0.1643, -1.0738, -4.4014], [0.3478, -0.6138, -3.2107], [0.8344, -1.6360, -2.5011], [1.6847, -1.5617, -0.9880], [0.5428, -4.8065, -3.4680], [0.8114, -4.2757, -1.7984], [2.1425, -4.2013, -2.9807], [-0.2284, -3.1553, -5.1432], [-0.6108, -0.4203, -5.1288], [0.3659, 0.3487, -2.8925]], "spin_multiplicity": 2, "molar_mass_g_mol": 530.765, "e_above_lowest_kj_mol": 25.7, "charge": 2, "gap_ha": [0.236, 0.264], "s2": 0.787}